Molecular formula: C23H25NO6
Method: DFT, the ωB97M-V functional and the def2-TZVPD basis

For the total energy, the calculation gives -1397.6360 Eh. As for the SMILES: CCOc1ccc(/C(O)=C2/C(=O)C(=O)N(CCOCCO)[C@H]2c2ccccc2)cc1. The calculation puts the LUMO energy at -0.33 eV. For the largest force on an atom, the calculation gives 0.88 eV/Å.

Structure (XYZ):
```
55
C23H25NO6 the ωB97M-V functional and the def2-TZVPD basis
C -4.596 -1.088 -4.302
C -3.642 -2.149 -3.764
O -3.770 -2.336 -2.366
C -3.230 -1.443 -1.505
C -2.436 -0.352 -1.852
C -1.903 0.459 -0.869
C -2.161 0.219 0.476
C -1.599 1.071 1.531
O -2.454 1.470 2.461
C -0.278 1.420 1.603
C 0.226 2.210 2.692
O -0.439 2.694 3.605
C 1.728 2.304 2.506
O 2.540 2.894 3.185
N 2.012 1.568 1.403
C 3.351 1.406 0.903
C 3.559 2.088 -0.458
O 2.847 1.500 -1.524
C 3.355 0.263 -1.972
C 2.600 -0.117 -3.251
O 2.755 -1.469 -3.587
C 0.874 0.939 0.760
C 0.966 -0.572 0.805
C 0.690 -1.338 -0.318
C 0.742 -2.720 -0.254
C 1.080 -3.348 0.932
C 1.363 -2.588 2.055
C 1.302 -1.208 1.994
C -2.991 -0.848 0.820
C -3.503 -1.674 -0.152
H -4.497 -1.020 -5.381
H -4.385 -0.114 -3.866
H -5.621 -1.357 -4.057
H -2.604 -1.917 -4.031
H -3.895 -3.124 -4.189
H -2.223 -0.122 -2.885
H -1.308 1.314 -1.156
H -1.962 2.019 3.131
H 4.012 1.877 1.635
H 3.591 0.340 0.835
H 3.196 3.117 -0.405
H 4.635 2.099 -0.685
H 4.434 0.337 -2.167
H 3.195 -0.525 -1.219
H 2.979 0.453 -4.100
H 1.540 0.140 -3.110
H 2.438 -2.013 -2.855
H 0.820 1.274 -0.282
H 0.423 -0.849 -1.243
H 0.515 -3.308 -1.132
H 1.122 -4.425 0.982
H 1.628 -3.073 2.983
H 1.518 -0.616 2.872
H -3.214 -1.028 1.860
H -4.129 -2.514 0.104
```

Quick look at the Mulliken charges, all values in e: -1.04 -0.38 -0.47 0.82 -0.19 -1.05 0.20 0.52 -0.61 -0.59 0.50 -0.80 0.44 -0.69 0.24 -0.87 -0.72 -0.38 -0.02 -0.53 -0.57 -0.18 -0.08 0.75 -1.71 -0.68 -0.90 -0.37 -0.60 -0.71 0.37 0.30 0.31 0.29 0.34 0.46 0.50 0.47 0.50 0.31 0.38 0.45 0.39 0.10 0.40 0.18 0.34 0.62 1.17 0.55 0.44 0.43 0.41 0.49 0.46



Molecular formula: C23H25O4P2S4V
Method: DFT, the ωB97M-V functional and the def2-TZVPD basis

Its spin multiplicity is 4. For the total energy, the calculation gives -4412.2183 Eh. The calculation puts the LUMO energy (spin up / spin down) at 2.60 / 2.60 eV. For the largest force on an atom, the calculation gives 0.32 eV/Å. The total charge is -1.

Structure (XYZ):
```
59
C23H25O4P2S4V the ωB97M-V functional and the def2-TZVPD basis
V 0.382 0.809 -0.437
C 5.007 2.996 -4.356
C 3.646 2.551 -3.878
O 3.831 1.768 -2.684
P 2.533 1.292 -1.880
S 2.971 0.197 -0.309
S 1.043 0.594 -2.961
O 1.879 2.692 -1.294
C 2.694 3.554 -0.472
C 1.808 4.306 0.491
H 4.910 3.560 -5.285
H 5.646 2.133 -4.541
H 5.492 3.631 -3.614
H 3.136 1.938 -4.623
H 3.002 3.406 -3.652
H 3.221 4.235 -1.147
H 3.430 2.947 0.060
H 1.002 4.815 -0.039
H 2.401 5.053 1.023
H 1.374 3.624 1.221
S 0.400 -2.133 2.420
P -0.637 -2.510 0.797
S -1.352 -0.972 -0.306
C 0.316 -3.610 -0.313
C 0.546 -4.931 0.063
C 1.316 -5.762 -0.732
C 1.875 -5.277 -1.908
C 1.653 -3.961 -2.283
C 0.871 -3.131 -1.492
C -2.107 -3.538 1.146
C -2.384 -3.955 2.439
C -3.498 -4.746 2.695
C -4.333 -5.125 1.658
C -4.057 -4.710 0.359
C -2.950 -3.919 0.105
H 0.124 -5.309 0.987
H 1.484 -6.790 -0.432
H 2.481 -5.926 -2.529
H 2.087 -3.569 -3.195
H 0.688 -2.109 -1.800
H -1.719 -3.647 3.238
H -3.710 -5.063 3.709
H -5.202 -5.741 1.857
H -4.709 -5.001 -0.455
H -2.740 -3.582 -0.903
O -1.192 2.250 -0.271
C -0.989 2.263 0.974
O -0.021 1.631 1.478
C -1.900 3.046 1.865
C -2.974 3.743 1.323
C -3.812 4.473 2.151
C -3.579 4.507 3.519
C -2.511 3.807 4.062
C -1.671 3.075 3.238
H -3.135 3.698 0.255
H -4.652 5.013 1.731
H -4.237 5.077 4.165
H -2.336 3.827 5.130
H -0.841 2.505 3.634
```

Quick look at the Mulliken charges, all values in e: 0.52 -1.33 -0.11 -0.34 0.80 -0.42 -0.57 -0.26 -0.23 -1.09 0.40 0.30 0.30 0.33 0.27 0.21 0.43 0.31 0.45 0.09 -0.52 1.29 -0.49 0.07 -0.42 -0.61 -0.36 -0.62 -0.03 -0.19 -0.28 -0.51 -0.36 -0.64 -0.28 0.35 0.36 0.35 0.41 0.12 0.28 0.37 0.36 0.36 0.35 -0.89 1.28 -0.81 0.18 -0.28 -0.58 -0.34 -0.59 -0.37 0.41 0.38 0.37 0.38 0.43



Molecular formula: C23H26CaN6
Method: DFT, the ωB97M-V functional and the def2-TZVPD basis

For the total energy, the calculation gives -1897.8044 Eh. The calculation puts the LUMO energy at -5.39 eV. For the largest force on an atom, the calculation gives 2.70 eV/Å. The total charge is +2.

Structure (XYZ):
```
56
C23H26CaN6 the ωB97M-V functional and the def2-TZVPD basis
Ca -0.089 -0.015 -0.378
C 0.048 0.616 2.889
C -1.193 1.515 2.594
C -1.147 2.335 1.268
C -0.575 3.593 1.166
C -0.774 4.338 0.025
C -1.682 3.880 -0.919
C -2.101 2.559 -0.840
N -1.620 1.751 0.127
N 0.022 -0.621 2.091
C -1.068 -1.522 2.584
C -1.822 -2.218 1.485
C -2.644 -3.252 1.909
C -3.413 -3.944 0.923
C -3.311 -3.588 -0.442
C -2.525 -2.508 -0.707
N -1.785 -1.834 0.208
C 1.305 -1.359 2.242
C 2.415 -0.652 1.491
C 3.667 -0.563 2.188
C 4.772 -0.024 1.493
C 4.534 0.365 0.144
C 3.281 0.384 -0.369
N 2.218 -0.258 0.251
H 0.150 0.417 3.965
H 0.921 1.182 2.524
H -1.342 2.247 3.418
H -2.128 0.914 2.418
H -0.021 4.052 2.024
H -0.245 5.286 -0.071
H -2.081 4.490 -1.736
H -2.866 2.135 -1.437
H -1.723 -0.906 3.224
H -0.588 -2.306 3.221
H -2.647 -3.644 2.949
H -4.180 -4.692 1.237
H -3.872 -4.130 -1.211
H -2.580 -2.048 -1.664
H 1.276 -2.413 1.913
H 1.571 -1.360 3.353
H 3.734 -0.881 3.253
H 5.775 -0.044 1.924
H 5.336 0.770 -0.455
H 3.029 0.925 -1.299
C 0.117 -1.745 -3.741
C 0.453 -0.319 -3.814
N 0.496 0.598 -2.803
C 0.766 1.820 -3.424
C 0.876 1.686 -4.770
N 0.619 0.322 -4.998
H 0.352 -2.165 -2.721
H 0.740 -2.273 -4.473
H -0.960 -1.935 -3.984
H 0.937 2.701 -2.768
H 0.920 2.429 -5.522
H 0.649 -0.091 -5.953
```

Quick look at the Mulliken charges, all values in e: 2.04 -0.99 -0.94 0.61 -0.30 -0.44 -0.60 -0.56 -0.54 1.08 -1.58 0.75 -1.15 -0.22 -0.86 -0.35 0.05 -0.77 0.39 -0.74 -0.46 -0.66 -0.34 -0.31 0.47 0.45 0.53 0.34 0.40 0.47 0.42 0.50 0.57 0.47 0.39 0.38 0.42 0.59 0.57 0.39 0.36 0.43 0.41 0.39 -1.17 0.31 0.07 -0.51 -0.69 -0.08 0.25 0.42 0.24 0.43 0.41 0.26



Molecular formula: C23H26Cl48O3
Method: DFT, the ωB97M-V functional and the def2-TZVPD basis

For the total energy, the calculation gives -23206.7392 Eh. The calculation puts the LUMO energy at 0.04 eV. For the largest force on an atom, the calculation gives 1.43 eV/Å.

Structure (XYZ):
```
100
C23H26Cl48O3 the ωB97M-V functional and the def2-TZVPD basis
C -3.240 -5.338 -3.020
C -2.443 -4.855 -3.763
O -1.530 -4.389 -4.588
C -1.077 -3.160 -4.052
O -1.859 -2.281 -3.934
O 0.215 -3.123 -3.817
C 0.559 -2.858 -2.438
C 1.167 -4.060 -1.677
C 0.625 -4.041 -0.210
C 0.921 -5.447 -2.316
H -3.915 -5.469 -2.216
H -0.276 -2.444 -1.885
H 1.307 -2.065 -2.459
H 2.244 -3.906 -1.597
H 1.322 -3.512 0.438
H -0.371 -3.594 -0.155
H 0.504 -5.072 0.124
H 0.562 -5.428 -3.345
H 0.224 -6.045 -1.726
H 1.866 -5.995 -2.289
C -4.564 -3.575 1.529
Cl -4.708 -5.335 1.489
Cl -3.709 -3.051 2.980
Cl -3.760 -2.979 0.075
H -5.562 -3.150 1.550
C -0.526 1.171 -1.245
Cl -1.200 0.114 -2.485
Cl -1.358 0.929 0.292
Cl 1.209 0.876 -1.052
H -0.662 2.198 -1.554
C 3.213 1.793 2.061
Cl 3.538 0.091 1.717
Cl 2.188 1.956 3.488
Cl 4.724 2.681 2.273
H 2.686 2.214 1.213
C 4.152 2.540 -3.269
Cl 3.829 4.258 -3.530
Cl 5.618 2.048 -4.114
Cl 4.283 2.183 -1.547
H 3.321 1.973 -3.671
C 1.145 3.271 7.290
Cl 0.449 2.232 6.048
Cl 0.343 3.023 8.846
Cl 2.881 2.986 7.434
H 0.994 4.300 6.993
C -3.554 4.508 0.511
Cl -2.228 4.098 -0.585
Cl -4.817 3.282 0.436
Cl -2.957 4.691 2.164
H -3.975 5.454 0.195
C 7.496 5.302 -5.028
Cl 7.710 7.014 -5.401
Cl 7.054 4.397 -6.477
Cl 8.959 4.635 -4.299
H 6.687 5.208 -4.313
C 2.956 6.901 6.388
Cl 2.251 5.853 5.152
Cl 2.140 6.675 7.940
Cl 4.686 6.603 6.545
H 2.815 7.929 6.080
C -5.050 0.823 -3.001
Cl -6.650 1.194 -2.344
Cl -4.075 2.290 -3.119
Cl -4.244 -0.401 -2.021
H -5.179 0.425 -3.999
C -2.504 -6.049 -7.820
Cl -3.223 -7.512 -7.144
Cl -1.191 -6.453 -8.930
Cl -3.727 -5.069 -8.632
H -2.091 -5.468 -7.004
C 4.233 -0.753 6.787
Cl 5.583 -1.808 7.219
Cl 4.079 -0.616 5.035
Cl 2.728 -1.340 7.500
H 4.433 0.233 7.187
C 4.895 -0.195 -7.619
Cl 3.300 0.204 -6.970
Cl 5.908 1.247 -7.708
Cl 5.669 -1.441 -6.638
H 4.766 -0.583 -8.621
C -8.798 -2.129 1.363
Cl -7.846 -1.269 0.150
Cl -7.785 -3.291 2.229
Cl -9.550 -0.998 2.487
H -9.582 -2.677 0.856
C -8.059 4.627 2.921
Cl -6.393 5.206 2.842
Cl -8.485 3.750 1.449
Cl -8.297 3.610 4.343
H -8.713 5.486 3.005
C 6.940 -0.776 -1.151
Cl 5.294 -1.227 -0.703
Cl 7.829 -0.198 0.259
Cl 7.779 -2.135 -1.905
H 6.884 0.031 -1.872
C -1.803 -0.115 8.901
Cl -3.316 0.776 8.715
Cl -1.923 -1.280 10.223
Cl -1.364 -0.921 7.395
H -1.021 0.593 9.143
```

Here are the Mulliken charges for atoms 1 to 99, given in e: -0.26 -0.05 -0.35 0.63 -0.38 -0.37 -0.54 0.96 -1.42 -1.38 0.45 0.23 0.16 0.34 0.30 0.27 0.42 0.27 0.31 0.36 0.80 -0.13 -0.12 -0.02 -0.54 -0.04 -0.01 -0.07 0.00 0.13 -0.08 -0.05 0.12 -0.15 0.17 0.06 -0.15 -0.09 0.00 0.18 0.21 -0.07 -0.15 -0.07 0.05 -0.20 -0.08 0.02 -0.12 0.38 0.27 -0.14 -0.09 -0.13 0.07 -0.03 -0.06 -0.10 -0.10 0.35 -0.17 -0.12 -0.08 0.04 0.37 0.68 -0.13 -0.13 -0.13 -0.27 0.11 -0.14 -0.03 -0.09 0.14 -0.06 -0.11 -0.08 -0.11 0.37 -0.01 -0.06 -0.12 -0.12 0.31 0.00 -0.09 -0.11 -0.12 0.32 0.30 -0.05 -0.13 -0.14 0.01 0.40 -0.12 -0.13 -0.11